[1]
9
Properties=species:S:1:pos:R:3:lowdin_charge:R:1 method="wB97M-V/def2-TZVPD" lumo_energy_ev=0.70 smiles=Oc1ccon1 fmax_ev_per_a=2.22 spin_multiplicity=1 orbital_gap_ha=0.4008 e_above_lowest_kcal_mol=72.4 energy_ha=-321.26222
O 2.063 -0.002 -0.098 0.08
C -1.312 -0.044 -0.004 -0.11
O -1.061 -1.327 0.275 -0.04
H 1.683 0.619 -0.765 0.12
C 0.803 -0.333 0.247 -0.44
H -0.013 1.744 0.092 0.12
C -0.181 0.677 0.039 -0.01
N 0.315 -1.524 0.424 0.15
H -2.331 0.220 -0.231 0.13

=====

[2]
9
Properties=species:S:1:pos:R:3:lowdin_charge:R:1 method="wB97M-V/def2-TZVPD" lumo_energy_ev=0.49 smiles="C=C=O.N=C=O" fmax_ev_per_a=3.42 spin_multiplicity=1 orbital_gap_ha=0.3835 e_above_lowest_kcal_mol=44.7 energy_ha=-321.30645
C -1.745 -0.424 0.043 -0.47
H 0.091 1.231 0.405 0.09
C 1.845 0.271 -0.120 -0.26
O 2.738 -0.026 -0.821 0.17
C 0.859 0.493 0.673 -0.01
N -1.555 -0.458 -1.142 0.17
O -2.217 -0.569 1.104 0.15
H 0.565 -0.156 1.403 0.04
H -0.580 -0.362 -1.545 0.11

=====

[3]
9
Properties=species:S:1:pos:R:3:lowdin_charge:R:1 method="wB97M-V/def2-TZVPD" lumo_energy_ev=0.73 fmax_ev_per_a=3.88 spin_multiplicity=1 orbital_gap_ha=0.3593 e_above_lowest_kcal_mol=163.4 energy_ha=-321.11723
C 0.078 -0.783 -1.156 -0.02
H -0.032 -1.591 -1.967 0.14
O -1.875 1.014 1.033 0.01
H 1.121 -0.691 0.900 0.10
O -0.473 0.187 2.469 0.02
N -0.870 0.417 1.380 -0.36
C 0.548 0.419 -1.160 0.01
C 0.478 -0.281 0.144 -0.04
H 1.025 1.310 -1.642 0.13

=====

[4]
9
Properties=species:S:1:pos:R:3:lowdin_charge:R:1 method="wB97M-V/def2-TZVPD" lumo_energy_ev=0.54 smiles="O=C=O.CC#N" fmax_ev_per_a=2.55 spin_multiplicity=1 orbital_gap_ha=0.4537 e_above_lowest_kcal_mol=10.7 energy_ha=-321.36067
C -0.845 -1.675 1.344 -0.45
H -0.462 0.484 -1.686 0.12
N -0.061 1.193 1.384 0.14
C 0.196 0.896 0.300 -0.31
O -1.671 -1.718 2.141 0.22
C 0.546 0.764 -1.149 -0.09
O -0.069 -1.792 0.497 0.18
H 0.889 1.748 -1.622 0.09
H 1.478 0.101 -1.209 0.10

=====

[5]
9
Properties=species:S:1:pos:R:3:lowdin_charge:R:1 method="wB97M-V/def2-TZVPD" lumo_energy_ev="-0.79 / -0.79" fmax_ev_per_a=2.29 spin_multiplicity=1 orbital_gap_ha="0.3106 / 0.3106" e_above_lowest_kcal_mol=73.2 energy_ha=-321.26106
O -1.498 0.706 -0.171 0.02
C 0.568 -0.179 -0.785 -0.16
O -0.927 -0.580 2.491 0.06
N 0.533 -0.858 0.297 0.07
C -0.623 0.662 -1.013 -0.24
H 1.472 -0.017 -1.371 0.11
H -0.618 1.357 -1.868 0.12
H 1.433 -1.180 0.650 0.10
C -0.340 0.089 1.770 -0.07

=====

[6]
9
Properties=species:S:1:pos:R:3:lowdin_charge:R:1 method="wB97M-V/def2-TZVPD" lumo_energy_ev=0.74 smiles=Oc1cocn1 fmax_ev_per_a=7.47 spin_multiplicity=1 orbital_gap_ha=0.3433 e_above_lowest_kcal_mol=57.3 energy_ha=-321.28639
C -0.133 1.073 -0.043 -0.04
O -1.411 0.603 -0.005 0.03
C -1.303 -0.689 0.039 -0.17
N -0.021 -1.103 -0.021 0.16
C 0.708 -0.022 -0.024 -0.59
H -0.018 2.227 0.322 0.18
O 1.965 0.080 -0.056 0.09
H 2.230 -0.817 0.511 0.23
H -2.121 -1.326 -0.027 0.11